[1]
Entry from the OMol25 dataset: a structure of composition C20H18MnN6O2S (ωB97M-V/def2-TZVPD).

For the max |F|, the calculation gives 0.043 Eh/bohr. For the total energy, the calculation gives -76223.9471 eV. As for the relative energy (zero: lowest compared OMol25 entry of this formula, charge and spin): 176.22 kJ/mol. As for the spin multiplicity: 6. Its HOMO energy (spin up / spin down) is -7.41 / -7.55 eV.

Atoms and positions in Å:
Mn: 0.024948 -3.329426 17.994909
O: -1.863706 -6.767000 18.007771
C: -0.800516 -6.144704 17.997251
O: -0.539271 -5.144805 17.213684
C: 0.336037 -6.627647 18.875980
C: 0.881357 -7.891089 18.538513
C: 1.982256 -8.394976 19.230033
C: 2.507222 -7.593417 20.248368
C: 1.990937 -6.324592 20.558133
C: 0.924683 -5.802441 19.863057
S: 0.243823 -4.136626 20.223533
H: 0.470339 -8.397500 17.716320
H: 2.448952 -9.355992 19.053883
H: 3.355245 -7.979198 20.831555
H: 2.498233 -5.801710 21.416810
C: 2.408357 -6.168019 16.234088
C: 2.314788 -4.814299 16.812423
N: 2.002013 -3.772011 17.147882
H: 1.416740 -6.630199 16.491174
H: 3.168886 -6.835451 16.717304
H: 2.518379 -6.156320 15.128988
C: -3.273866 -3.645226 18.206958
C: -2.803796 -2.434540 17.563678
N: -1.527585 -2.126037 17.429879
C: -1.480560 -0.946146 16.646133
C: -2.752458 -0.521758 16.430231
N: -3.593270 -1.474747 17.023557
C: -5.078209 -1.496076 16.877579
N: -5.588014 -2.670249 16.235604
N: -6.452209 -3.476690 16.841425
N: -6.937459 -4.318797 16.045051
C: -6.358882 -4.105642 14.786943
C: -6.564621 -4.713000 13.562210
C: -5.847996 -4.211798 12.476020
C: -5.001106 -3.133142 12.588029
C: -4.805699 -2.503565 13.813957
C: -5.490968 -3.025510 14.894325
H: -2.628483 -3.759149 19.085222
H: -3.063995 -4.501310 17.561591
H: -4.282733 -3.627768 18.473762
H: -0.507872 -0.519107 16.462515
H: -3.234009 0.328340 16.001756
H: -5.339225 -0.600817 16.337703
H: -5.547707 -1.524319 17.869563
H: -7.343042 -5.478058 13.441629
H: -6.186912 -4.585494 11.538980
H: -4.545617 -2.685532 11.657412
H: -4.219120 -1.532909 13.849774

Cartesian forces, eV/Å:
Mn 0.442 -1.349 0.391
O 0.715 0.519 -0.062
C -0.944 -0.755 0.090
O -0.057 0.398 0.123
C 0.689 -0.239 -0.416
C 0.419 1.278 1.441
C -0.068 0.950 0.583
C 0.156 -0.142 0.169
C 1.541 -0.461 1.341
C -1.260 0.627 -0.675
S 0.524 -0.820 0.053
H -0.701 -0.816 -0.838
H -0.237 -0.011 -0.289
H -0.391 0.271 -0.232
H -0.822 -0.240 -1.139
C -0.294 -0.832 0.451
C 0.100 -1.808 -1.158
N 0.074 1.259 0.399
H 0.873 0.537 -0.408
H -0.501 0.936 -0.423
H 0.082 0.245 0.804
C 1.674 -0.700 0.201
C -0.230 0.755 -0.152
N -0.518 1.415 -1.495
C -0.293 -0.503 1.209
C -0.236 -0.782 0.387
N 0.005 -0.090 -0.645
C 0.795 -0.768 1.160
N 1.036 0.557 -1.885
N -0.634 0.119 1.414
N 0.087 -0.558 -0.828
C 0.016 0.030 0.486
C -0.298 -0.157 -0.356
C -1.625 -0.822 0.733
C 0.969 1.490 -0.687
C 0.904 1.577 -0.721
C 0.008 0.165 0.796
H -0.301 -0.369 0.102
H -0.066 -0.147 0.053
H -1.568 0.040 0.468
H -0.274 0.264 -0.290
H 0.313 0.427 -0.381
H -0.162 0.290 -0.150
H 0.171 0.326 -0.221
H 0.549 0.267 0.038
H 0.436 -0.261 -0.834
H -0.469 -0.626 1.232
H -0.629 -1.486 0.162



[2]
Entry from the OMol25 dataset: the molecule C20H18N2O3S (ωB97M-V/def2-TZVPD).

For the max |F|, the calculation gives 0.026 Eh/bohr. For the total energy, the calculation gives -40990.9354 eV. As for the relative energy (zero: lowest compared OMol25 entry of this formula, charge and spin): 39.76 kJ/mol. Its HOMO energy is -8.25 eV. Its SMILES is Cc1ccc(SCC(=O)Nc2cccc(NC(=O)c3ccco3)c2)cc1.

Atoms and positions in Å:
C: -1.189869 -3.456680 1.780275
C: -2.119100 -2.432032 1.206300
C: -2.838256 -2.699360 0.047087
C: -3.705926 -1.764260 -0.483056
C: -3.853466 -0.538918 0.144618
C: -3.159564 -0.259633 1.310380
C: -2.298473 -1.205300 1.834151
H: -1.748740 -0.979783 2.736385
H: -3.288795 0.694089 1.799528
S: -4.899587 0.717348 -0.580814
C: -3.959089 0.945643 -2.135833
C: -2.467805 0.982660 -1.836555
O: -1.686820 0.252427 -2.404046
N: -2.155652 1.895101 -0.883132
C: -0.937947 2.104975 -0.229001
C: -0.898863 3.064031 0.781815
C: 0.280724 3.294282 1.462551
C: 1.428971 2.584010 1.161024
C: 1.390106 1.623178 0.155006
C: 0.206072 1.386993 -0.540466
H: 0.171085 0.643578 -1.320001
N: 2.499710 0.860806 -0.206606
C: 3.760634 0.877014 0.316054
O: 4.144169 1.593278 1.219170
C: 4.655883 -0.093748 -0.335890
C: 5.978892 -0.357553 -0.088109
C: 6.353516 -1.376271 -0.989555
C: 5.237893 -1.659600 -1.718873
O: 4.207568 -0.894406 -1.335546
H: 5.058437 -2.360387 -2.510595
H: 7.316436 -1.834243 -1.082869
H: 6.587029 0.125846 0.647636
H: 2.335376 0.204309 -0.959224
H: 2.346514 2.765417 1.693509
H: 0.308717 4.039137 2.243280
H: -1.790671 3.622393 1.027920
H: -2.934068 2.418381 -0.499422
H: -4.174235 0.130435 -2.825561
H: -4.304353 1.887262 -2.562600
H: -4.258139 -1.983125 -1.384433
H: -2.716172 -3.650505 -0.450429
H: -1.734139 -4.107648 2.465578
H: -0.763938 -4.076960 0.995161
H: -0.384075 -2.982164 2.335199

Cartesian forces, eV/Å:
C -0.054 -0.032 0.046
C -0.004 0.042 -0.018
C 0.017 -0.004 0.012
C 0.035 -0.080 0.075
C -0.428 0.358 -0.149
C -0.026 -0.048 -0.008
C 0.014 -0.071 0.019
H 0.078 0.010 0.095
H 0.030 0.117 0.011
S -0.018 -0.143 -0.084
C -0.240 -0.201 0.281
C -0.363 0.108 -0.238
O 0.185 -0.125 -0.077
N -0.010 0.501 0.161
C 0.322 -0.050 0.037
C -0.039 0.012 0.000
C -0.155 -0.093 -0.135
C 0.286 -0.006 0.101
C -0.337 0.416 0.317
C 0.085 -0.097 -0.060
H -0.015 -0.045 -0.059
N -0.019 -0.308 -0.337
C -0.292 -0.045 -0.152
O 0.107 -0.069 -0.032
C 1.227 -0.001 0.485
C -0.898 0.331 -0.012
C -0.407 -0.213 -0.378
C 0.807 -0.270 0.039
O -0.471 0.190 0.008
H -0.125 -0.049 -0.101
H 0.168 -0.139 -0.079
H 0.060 0.150 0.179
H 0.108 0.089 0.138
H 0.014 0.007 0.013
H 0.006 0.063 0.067
H -0.110 0.068 0.019
H 0.091 -0.237 -0.077
H 0.170 0.120 0.015
H 0.017 0.012 -0.065
H -0.050 -0.006 -0.089
H 0.041 -0.106 -0.046
H 0.045 -0.076 0.052
H 0.069 -0.058 -0.008
H 0.080 -0.023 0.035



[3]
Entry from the OMol25 dataset: a structure of composition C20H18N4OPt (ωB97M-V/def2-TZVPD).

The total charge is +2. For the max |F|, the calculation gives 0.016 Eh/bohr. For the total energy, the calculation gives -32269.2609 eV. As for the spin multiplicity: 3. Its HOMO energy (spin up / spin down) is -14.86 / -14.86 eV.

Atoms and positions in Å:
Pt: -0.369390 -0.573698 0.061105
C: -2.025454 4.113375 -2.693180
C: -1.081542 3.604815 -3.581479
C: -0.355697 2.476700 -3.256815
C: -0.594782 1.857624 -2.027496
C: -1.537475 2.358086 -1.133825
C: -2.250936 3.494910 -1.471332
N: 0.136285 0.701276 -1.645459
N: 1.080057 0.338263 -2.357571
C: 1.813615 -0.766585 -1.880561
C: 2.879898 -1.229941 -2.620474
C: 3.604364 -2.304080 -2.113849
C: 3.235543 -2.859104 -0.899744
C: 2.147561 -2.335574 -0.218653
N: 1.449382 -1.307432 -0.704733
H: -2.588051 4.998037 -2.959126
H: -0.914323 4.092687 -4.531543
H: 0.377722 2.073119 -3.938682
H: -1.697755 1.877423 -0.179188
H: -2.981273 3.898963 -0.784415
H: 3.124498 -0.754359 -3.559108
H: 4.447766 -2.697777 -2.664440
H: 3.777280 -3.691422 -0.474282
H: 1.824519 -2.739972 0.731288
C: -0.776870 0.788169 3.393598
C: 0.349160 1.294238 2.556833
O: 0.543717 0.860122 1.397621
C: 1.258623 2.306829 3.069739
C: 1.093359 2.823761 4.362255
C: 1.961920 3.787190 4.838213
C: 2.997700 4.240024 4.031299
C: 3.171311 3.734709 2.746219
C: 2.308241 2.773452 2.264605
H: -1.343038 0.022035 2.874362
H: -1.439901 1.612191 3.661577
H: -0.388227 0.370146 4.323058
H: 0.291816 2.478608 5.000607
H: 1.835459 4.185710 5.834878
H: 3.677128 4.994094 4.406123
H: 3.981399 4.096695 2.128681
H: 2.433545 2.376073 1.267342
N: -3.414851 -0.858042 0.860672
C: -2.305761 -0.689838 0.620984
H: -4.387612 -1.010372 1.069362

Cartesian forces, eV/Å:
Pt -0.233 -0.745 0.215
C -0.002 0.016 -0.021
C 0.023 -0.020 -0.002
C -0.047 0.039 -0.001
C 0.023 -0.126 -0.025
C -0.024 0.067 -0.045
C 0.015 -0.040 0.037
N -0.147 0.204 -0.115
N 0.132 0.017 0.132
C -0.074 0.071 -0.088
C -0.017 -0.019 0.070
C -0.013 0.016 -0.004
C 0.019 0.002 -0.004
C 0.015 0.019 0.006
N 0.020 0.130 0.052
H -0.002 0.001 0.002
H -0.003 0.000 -0.002
H 0.000 -0.008 0.000
H 0.015 0.000 0.009
H 0.001 0.003 0.001
H -0.006 0.007 -0.002
H 0.002 -0.007 0.003
H -0.001 -0.001 0.001
H -0.002 -0.006 -0.005
C -0.025 -0.008 0.051
C 0.033 -0.043 -0.079
O 0.154 0.121 -0.053
C -0.008 0.040 0.045
C 0.000 -0.013 -0.013
C -0.002 -0.007 -0.012
C 0.012 0.016 0.011
C 0.003 -0.002 -0.006
C -0.023 -0.008 0.004
H 0.025 -0.014 -0.003
H -0.001 -0.008 0.006
H -0.008 0.004 0.002
H 0.002 -0.001 0.000
H -0.004 -0.003 0.003
H -0.001 -0.001 0.000
H 0.000 -0.002 -0.003
H 0.000 0.000 -0.001
N -0.021 0.033 0.048
C 0.173 0.296 -0.200
H 0.000 -0.019 -0.013



What is the max |F| in the first record? 0.043 Eh/bohr



The highest total energy belongs to which entry? C20H18N4OPt



Among the records above, which one has the highest total energy? C20H18N4OPt